Entry 1:
{
  "formula": "C26H55BIN2NbO8P",
  "method": "ωB97M-V/def2-TZVPD",
  "symbols": ["C", "C", "C", "C", "C", "Nb", "O", "C", "C", "C", "C", "C", "C", "C", "I", "P", "N", "B", "O", "N", "C", "C", "H", "H", "H", "H", "H", "H", "H", "H", "H", "H", "H", "H", "H", "H", "H", "H", "H", "H", "H", "H", "H", "H", "H", "H", "H", "H", "H", "H", "H", "H", "H", "H", "H", "H", "H", "H", "H", "O", "C", "O", "C", "C", "C", "H", "H", "H", "H", "H", "H", "O", "C", "O", "C", "C", "C", "H", "H", "H", "H", "H", "H", "O", "C", "O", "C", "C", "C", "H", "H", "H", "H", "H", "H"],
  "xyz": [[-1.589, -1.792, -6.096], [-2.385, -2.520, -5.022], [-3.056, -1.605, -3.994], [-2.243, -1.337, -2.731], [-1.934, -2.581, -1.887], [0.085, -2.952, -0.896], [-0.071, -4.973, -1.176], [0.400, -0.762, -0.471], [0.518, -0.323, 1.001], [1.232, 1.010, 1.289], [1.344, 1.965, 0.115], [-0.699, -3.311, 1.199], [0.063, -4.263, 2.142], [1.061, -3.525, 2.984], [2.214, -4.839, 4.223], [1.095, -2.551, -3.288], [0.869, -3.810, -4.272], [2.363, -3.287, -0.432], [2.823, -4.386, 0.271], [3.430, -2.313, -0.842], [3.950, -1.562, 0.306], [4.467, -3.017, -1.591], [-1.594, -2.350, -7.026], [-0.552, -1.657, -5.814], [-2.034, -0.821, -6.301], [-1.759, -3.265, -4.544], [-3.174, -3.074, -5.527], [-4.009, -2.040, -3.704], [-3.233, -0.648, -4.482], [-2.843, -0.668, -2.115], [-1.355, -0.766, -2.992], [-2.145, -3.452, -2.505], [-2.617, -2.630, -1.039], [-0.353, -5.403, -0.365], [-0.379, -0.165, -0.943], [1.336, -0.515, -0.976], [-0.492, -0.270, 1.398], [1.006, -1.116, 1.559], [2.207, 0.806, 1.721], [0.675, 1.516, 2.071], [2.279, 1.802, -0.411], [0.494, 1.953, -0.551], [1.409, 2.977, 0.518], [-1.667, -3.781, 1.011], [-0.919, -2.403, 1.756], [-0.648, -4.722, 2.831], [0.535, -5.097, 1.632], [1.777, -2.961, 2.405], [0.570, -2.845, 3.666], [0.580, -1.365, -3.884], [2.468, -2.226, -3.273], [0.392, -4.546, -3.766], [2.464, -5.207, -0.068], [3.774, -0.495, 0.182], [5.024, -1.696, 0.417], [3.498, -1.863, 1.250], [4.790, -2.418, -2.440], [4.085, -3.941, -2.012], [5.344, -3.256, -0.988], [-0.057, 3.710, 3.306], [-0.962, 3.985, 2.576], [-1.585, 3.072, 1.794], [-2.544, 3.723, 0.939], [-2.874, 5.042, 1.633], [-1.551, 5.363, 2.330], [-2.081, 3.872, -0.038], [-3.403, 3.068, 0.826], [-3.216, 5.810, 0.942], [-3.656, 4.883, 2.377], [-0.867, 5.912, 1.680], [-1.672, 5.894, 3.269], [0.901, 6.308, -0.279], [2.072, 6.170, -0.081], [2.707, 6.815, 0.926], [4.120, 6.545, 0.885], [4.253, 5.239, 0.109], [3.071, 5.327, -0.857], [4.614, 7.379, 0.383], [4.485, 6.482, 1.906], [5.221, 5.125, -0.374], [4.111, 4.393, 0.783], [3.332, 5.849, -1.779], [2.652, 4.353, -1.093], [-3.301, -0.726, 0.841], [-3.639, -0.496, 1.958], [-4.946, -0.479, 2.346], [-5.049, -0.070, 3.719], [-3.685, -0.366, 4.336], [-2.752, -0.153, 3.143], [-5.290, 0.996, 3.743], [-5.863, -0.624, 4.181], [-3.462, 0.259, 5.198], [-3.643, -1.408, 4.655], [-2.433, 0.886, 3.041], [-1.876, -0.795, 3.154]],
  "atomic_forces_ev_per_a": [[0.05, 0.00, 0.09], [-0.45, -0.03, -0.23], [0.58, -0.13, 0.00], [-0.50, 0.04, 0.32], [1.15, 0.61, -1.71], [-2.85, -1.74, 0.61], [0.25, 1.30, 0.68], [0.26, -0.33, 0.83], [-0.02, -0.03, -0.46], [-0.60, -0.24, 0.18], [0.53, 0.57, 0.60], [0.92, -0.12, 0.32], [-0.69, -0.09, 0.25], [0.21, 0.12, 0.01], [0.04, -0.02, 0.05], [0.11, -0.71, 0.00], [0.00, 0.18, -0.03], [0.80, 0.95, -1.43], [0.39, -0.13, -0.27], [0.05, -0.47, 0.98], [-0.12, 0.23, -0.47], [-0.08, 0.37, -0.18], [0.08, -0.17, -0.19], [0.21, 0.09, 0.10], [-0.03, 0.23, -0.08], [0.22, -0.11, 0.10], [-0.17, -0.15, -0.09], [-0.26, 0.01, 0.08], [-0.36, 0.18, -0.06], [0.00, 0.27, 0.15], [0.28, -0.03, -0.09], [0.09, -0.35, 0.05], [0.19, -0.01, 0.53], [-0.09, -0.38, 0.02], [-0.20, -0.04, -0.26], [0.20, -0.08, -0.25], [-0.21, 0.01, 0.08], [0.17, -0.06, 0.26], [0.35, 0.06, -0.09], [-0.05, 0.10, 0.24], [-0.05, -0.16, -0.53], [-0.12, -0.23, -0.25], [0.01, 0.26, 0.01], [-0.25, -0.03, -0.33], [-0.09, 0.23, -0.02], [-0.06, -0.18, 0.17], [0.25, -0.05, -0.25], [0.23, -0.05, -0.16], [-0.09, 0.13, 0.19], [0.20, 0.21, 0.05], [-0.01, 0.45, -0.15], [-0.07, -0.12, 0.05], [-0.61, -0.18, 0.29], [-0.06, 0.26, 0.06], [0.22, -0.11, 0.04], [-0.11, -0.04, 0.22], [0.17, 0.17, -0.14], [-0.11, -0.22, -0.08], [0.13, -0.17, 0.17], [0.01, -0.25, 0.18], [0.18, 0.43, -0.22], [-0.08, 0.00, 0.14], [-0.10, 0.03, -0.08], [0.14, 0.00, 0.07], [-0.39, -0.17, -0.13], [0.03, 0.02, 0.00], [0.05, -0.10, 0.01], [0.05, -0.01, -0.06], [-0.02, -0.02, -0.01], [0.05, 0.00, 0.03], [0.15, 0.05, 0.02], [-0.15, -0.03, 0.04], [0.11, -0.04, -0.19], [0.07, 0.02, 0.05], [0.07, -0.08, -0.02], [-0.11, 0.02, -0.05], [0.18, -0.15, 0.38], [-0.01, 0.00, -0.03], [-0.07, 0.03, 0.05], [0.01, 0.07, -0.03], [-0.01, -0.01, 0.01], [-0.08, 0.01, -0.03], [-0.14, 0.07, -0.14], [-0.15, -0.08, -0.27], [0.33, 0.20, 0.22], [-0.05, -0.01, 0.03], [0.07, 0.00, 0.06], [0.07, 0.02, -0.12], [-0.31, -0.17, 0.26], [0.02, 0.02, 0.01], [-0.04, -0.03, -0.07], [-0.02, 0.06, -0.03], [-0.01, -0.02, 0.01], [0.07, -0.01, -0.05], [0.08, 0.07, -0.10]],
  "mulliken_charge": [-1.250, -0.087, -1.168, -0.120, -0.949, -1.651, -0.797, -0.123, 1.769, -0.812, -0.995, -0.131, -0.721, -0.453, -0.078, 0.515, -0.937, 1.047, -0.542, 0.019, -0.766, -1.277, 0.376, 0.213, 0.332, 0.137, 0.390, 0.358, 0.434, 0.246, 0.205, 0.777, 0.396, 0.205, 0.561, 0.309, -0.971, -0.610, 0.440, 0.325, 0.498, 0.150, 0.209, 0.762, -0.532, 0.525, 0.353, -0.364, 0.582, -0.117, -0.138, 0.307, 0.265, -0.023, 0.454, 0.259, 0.380, 0.374, 0.423, -0.612, 0.415, -0.180, -0.374, -0.649, -0.238, 0.268, 0.310, 0.395, 0.273, 0.054, 0.345, -0.628, 0.624, -0.384, -0.473, -0.434, -0.274, 0.263, 0.338, 0.362, 0.211, 0.330, 0.090, -0.409, 0.370, -0.443, -0.472, -0.749, 1.033, 0.231, 0.361, 0.360, 0.304, -0.330, -0.275],
  "homo_lumo_gap_ev": 6.205,
  "lumo_energy_ev": 2.1,
  "charge": -1,
  "homo_energy_ev": -4.1244
}


Entry 2:
{
  "formula": "C28H34N4O2",
  "method": "ωB97M-V/def2-TZVPD",
  "symbols": ["C", "C", "C", "N", "C", "C", "C", "C", "O", "C", "C", "C", "C", "C", "C", "C", "C", "C", "C", "C", "O", "N", "C", "C", "C", "C", "C", "C", "C", "C", "N", "C", "N", "C", "H", "H", "H", "H", "H", "H", "H", "H", "H", "H", "H", "H", "H", "H", "H", "H", "H", "H", "H", "H", "H", "H", "H", "H", "H", "H", "H", "H", "H", "H", "H", "H", "H", "H"],
  "xyz": [[-7.940, -4.188, 0.743], [-6.552, -3.568, 0.651], [-5.970, -3.713, -0.758], [-4.640, -3.138, -0.837], [-3.536, -3.956, -0.374], [-2.687, -4.506, -1.527], [-3.502, -5.304, -2.537], [-4.495, -1.941, -1.458], [-5.402, -1.419, -2.091], [-3.200, -1.216, -1.304], [-2.704, -0.916, -0.093], [-1.512, -0.138, 0.154], [-1.434, 0.601, 1.341], [-0.340, 1.373, 1.643], [0.769, 1.381, 0.788], [1.962, 2.157, 1.160], [3.217, 1.555, 1.184], [4.327, 2.258, 1.612], [4.210, 3.588, 2.001], [5.366, 4.333, 2.589], [5.328, 4.767, 3.728], [6.462, 4.478, 1.817], [6.607, 4.191, 0.404], [8.117, 4.260, 0.189], [8.532, 5.387, 1.133], [7.633, 5.163, 2.346], [2.960, 4.195, 1.970], [1.849, 3.488, 1.555], [0.735, 0.613, -0.359], [-0.397, -0.133, -0.714], [-0.269, -0.938, -1.817], [-1.215, -1.241, -2.613], [-1.024, -2.224, -3.533], [-2.594, -0.628, -2.544], [-8.341, -4.076, 1.748], [-8.619, -3.703, 0.046], [-7.902, -5.249, 0.505], [-6.604, -2.506, 0.900], [-5.888, -4.049, 1.374], [-5.935, -4.768, -1.042], [-6.600, -3.176, -1.471], [-2.887, -3.391, 0.298], [-3.963, -4.787, 0.190], [-2.198, -3.675, -2.036], [-1.907, -5.139, -1.099], [-2.857, -5.680, -3.327], [-4.267, -4.678, -2.990], [-3.985, -6.155, -2.060], [-3.254, -1.222, 0.790], [-2.276, 0.576, 2.018], [-0.311, 1.949, 2.556], [3.310, 0.517, 0.900], [5.284, 1.758, 1.680], [6.186, 3.220, 0.144], [6.097, 4.959, -0.193], [8.381, 4.454, -0.848], [8.579, 3.322, 0.501], [9.588, 5.352, 1.392], [8.317, 6.353, 0.675], [7.333, 6.090, 2.842], [8.112, 4.525, 3.097], [2.866, 5.223, 2.289], [0.880, 3.966, 1.535], [1.582, 0.593, -1.028], [-0.089, -2.588, -3.616], [-1.594, -2.231, -4.362], [-3.203, -0.860, -3.418], [-2.495, 0.456, -2.442]],
  "atomic_forces_ev_per_a": [[0.21, 0.10, 0.09], [-0.07, -0.15, -0.23], [-0.34, 0.18, 0.18], [-0.14, 0.00, 0.05], [0.63, -0.13, -0.08], [-0.29, -0.04, 0.16], [0.20, 0.11, 0.15], [-0.11, -0.09, 0.13], [-0.01, 0.23, -0.19], [0.02, 0.26, 0.34], [-0.36, -0.18, -0.40], [0.32, 0.22, -0.08], [0.03, 0.13, -0.04], [-0.05, -0.03, 0.03], [-0.26, -0.18, -0.14], [0.25, 0.11, 0.06], [-0.09, 0.02, -0.02], [0.05, 0.15, 0.01], [-0.23, -0.13, 0.08], [0.07, -0.04, -0.10], [-0.11, 0.10, 0.20], [0.21, -0.02, 0.05], [-0.12, -0.13, -0.53], [-0.10, 0.12, 0.01], [-0.06, -0.14, 0.00], [0.15, 0.20, 0.44], [0.17, 0.04, 0.04], [-0.01, -0.07, -0.05], [-0.07, 0.19, 0.15], [-0.23, 0.14, 0.42], [0.45, -0.48, -0.49], [-0.21, 0.34, 0.02], [0.01, -0.10, -0.35], [0.24, -0.15, 0.09], [-0.10, -0.04, 0.05], [-0.14, 0.02, -0.08], [-0.06, -0.12, -0.02], [0.08, 0.03, 0.01], [0.05, 0.06, 0.03], [0.03, 0.02, -0.04], [0.05, -0.17, 0.05], [-0.11, -0.16, 0.03], [-0.02, 0.06, 0.05], [0.07, -0.06, 0.08], [0.10, 0.04, 0.02], [0.01, -0.07, -0.12], [-0.14, 0.02, -0.09], [-0.09, -0.11, -0.01], [-0.07, -0.12, 0.02], [-0.07, -0.01, 0.08], [0.00, 0.03, 0.10], [0.00, -0.10, 0.00], [0.09, -0.02, -0.02], [0.03, 0.11, -0.03], [0.04, -0.11, -0.03], [0.00, -0.06, -0.05], [0.01, -0.06, -0.02], [0.02, 0.07, 0.01], [0.02, 0.04, -0.01], [0.08, -0.10, 0.00], [0.00, 0.12, 0.00], [-0.01, 0.08, 0.06], [-0.07, 0.03, 0.00], [0.09, -0.06, -0.05], [0.01, 0.03, 0.00], [0.02, 0.00, 0.03], [0.02, 0.06, 0.03], [-0.01, -0.04, -0.04]],
  "mulliken_charge": [-1.374, -0.130, -1.179, 0.530, -1.248, 0.496, -1.465, 0.174, -0.710, 0.714, -0.410, 0.924, -1.074, -0.931, 0.624, 0.345, -0.639, -0.396, 0.418, -0.049, -0.657, 0.191, -0.529, -0.692, -0.586, -0.615, -0.791, -0.649, -0.687, -0.132, -0.773, 0.353, -0.281, -1.354, 0.384, 0.337, 0.326, 0.280, 0.327, 0.385, 0.475, 0.375, 0.574, -0.322, 0.484, 0.441, 0.308, 0.324, 0.518, 0.449, 0.524, 0.498, 0.550, 0.406, 0.202, 0.370, 0.297, 0.343, 0.305, 0.293, 0.318, 0.432, 0.500, 0.562, 0.241, 0.243, 0.401, 0.433],
  "homo_lumo_gap_ev": 8.524,
  "smiles": "CCCN(CCC)C(=O)C1=Cc2ccc(-c3ccc(C(=O)N4CCCC4)cc3)cc2N=C(N)C1",
  "lumo_energy_ev": 0.4,
  "e_above_lowest_kj_mol": 12.13,
  "homo_energy_ev": -8.0911
}


Entry 3:
{
  "formula": "C15H40ClN3O5P2",
  "method": "ωB97M-V/def2-TZVPD",
  "symbols": ["C", "P", "O", "P", "C", "C", "O", "Cl", "H", "H", "H", "H", "H", "H", "H", "C", "O", "C", "C", "C", "N", "H", "H", "H", "H", "H", "H", "H", "H", "H", "H", "H", "C", "O", "C", "C", "C", "N", "H", "H", "H", "H", "H", "H", "H", "H", "H", "H", "H", "C", "O", "C", "C", "C", "N", "H", "H", "H", "H", "H", "H", "H", "H", "H", "H", "H"],
  "xyz": [[1.198, -3.120, -2.082], [2.568, -2.532, -1.022], [2.305, -0.881, -0.998], [4.387, -2.835, -2.158], [5.618, -3.039, -0.757], [7.017, -2.524, -1.001], [7.940, -2.880, -0.332], [7.319, -1.365, -2.325], [0.902, -4.101, -1.755], [1.391, -3.105, -3.144], [0.364, -2.463, -1.874], [2.301, -0.639, -0.074], [4.734, -1.637, -2.804], [5.720, -4.089, -0.570], [5.230, -2.525, 0.110], [-2.496, -3.664, -1.735], [-2.289, -2.263, -1.709], [-3.384, -1.479, -2.142], [-4.435, -1.201, -1.058], [-5.353, -2.386, -0.778], [-3.826, -0.765, 0.202], [-3.122, -3.971, -2.576], [-2.936, -4.013, -0.798], [-1.520, -4.135, -1.840], [-2.951, -0.522, -2.445], [-3.841, -1.920, -3.036], [-5.062, -0.383, -1.427], [-4.853, -3.166, -0.206], [-6.215, -2.064, -0.194], [-5.724, -2.824, -1.707], [-3.288, 0.082, 0.031], [-3.122, -1.452, 0.457], [-8.324, 2.040, 3.369], [-7.322, 1.163, 2.893], [-7.230, 1.057, 1.486], [-6.390, 2.154, 0.815], [-7.112, 3.492, 0.699], [-5.111, 2.358, 1.497], [-9.211, 2.024, 2.729], [-7.950, 3.064, 3.453], [-8.609, 1.705, 4.366], [-6.738, 0.099, 1.299], [-8.233, 0.996, 1.041], [-6.176, 1.810, -0.202], [-7.171, 4.010, 1.655], [-6.577, 4.148, 0.012], [-8.126, 3.362, 0.316], [-4.599, 1.479, 1.487], [-5.310, 2.514, 2.480], [8.201, 0.307, 1.235], [7.057, 0.971, 1.743], [7.185, 2.372, 1.874], [6.906, 3.163, 0.586], [8.054, 3.118, -0.417], [5.678, 2.722, -0.082], [9.129, 0.772, 1.580], [8.180, 0.280, 0.144], [8.174, -0.721, 1.595], [6.436, 2.663, 2.617], [8.166, 2.629, 2.293], [6.770, 4.207, 0.880], [8.117, 2.156, -0.925], [7.910, 3.878, -1.185], [9.012, 3.312, 0.071], [4.893, 2.841, 0.551], [5.743, 1.715, -0.210]],
  "atomic_forces_ev_per_a": [[0.32, 0.54, -0.12], [-0.06, 0.21, 0.75], [0.03, -0.44, -0.30], [-0.06, -1.22, -0.80], [-0.27, 1.40, -1.27], [0.89, -0.62, 0.84], [-0.51, 0.37, -0.54], [-0.11, -0.04, 0.16], [0.10, -0.52, 0.02], [0.06, -0.07, -0.32], [-0.27, 0.29, 0.06], [-0.05, 0.35, 0.28], [-0.17, 0.26, 0.46], [0.00, -0.49, 0.31], [0.09, 0.04, 0.48], [0.14, 0.04, 0.18], [-0.02, -0.14, -0.10], [0.00, 0.29, -0.09], [0.01, -0.31, 0.14], [-0.14, 0.02, -0.04], [0.10, 0.23, -0.15], [-0.06, 0.05, 0.01], [-0.10, -0.09, -0.07], [0.01, 0.02, -0.03], [0.06, -0.01, 0.03], [-0.05, -0.07, 0.05], [0.06, 0.05, -0.05], [0.06, 0.01, -0.01], [0.02, 0.02, 0.04], [0.02, -0.01, 0.00], [-0.05, 0.04, 0.02], [-0.06, -0.07, 0.09], [0.14, -0.04, 0.15], [-0.16, 0.06, -0.02], [0.13, -0.25, -0.19], [-0.11, 0.23, 0.24], [-0.05, 0.04, -0.16], [0.06, -0.25, -0.05], [0.01, 0.04, -0.05], [-0.11, 0.05, -0.06], [0.01, -0.04, -0.01], [0.06, 0.01, 0.07], [-0.02, 0.11, 0.01], [-0.01, -0.09, 0.01], [0.01, -0.05, 0.05], [0.05, 0.00, 0.02], [-0.01, 0.00, 0.03], [0.01, 0.00, -0.05], [0.01, 0.11, 0.01], [-0.22, -0.17, -0.05], [0.16, -0.01, 0.06], [-0.18, 0.18, 0.12], [0.12, -0.23, -0.17], [0.08, 0.12, -0.03], [-0.05, 0.00, 0.22], [0.00, 0.07, -0.03], [0.19, 0.02, -0.02], [-0.02, 0.01, 0.03], [-0.03, -0.05, -0.01], [0.05, -0.01, -0.09], [-0.03, -0.01, 0.07], [-0.03, -0.04, 0.04], [-0.05, -0.01, -0.01], [0.00, -0.03, 0.00], [-0.03, 0.10, -0.06], [0.03, 0.00, -0.11]],
  "mulliken_charge": [-0.884, 0.161, -0.488, 0.007, -0.627, 0.535, -0.476, -0.215, 0.325, 0.425, 0.166, 0.325, 0.031, 0.356, 0.322, -0.547, -0.207, -0.939, 0.582, -1.447, -0.612, 0.311, 0.248, 0.096, 0.338, 0.459, 0.250, 0.293, 0.298, 0.361, 0.333, 0.250, -0.628, -0.450, -0.269, 0.636, -1.563, -0.744, 0.297, 0.225, 0.274, -0.024, 0.440, 0.189, 0.293, 0.376, 0.344, 0.251, 0.326, -0.409, -0.381, -0.738, 0.390, -1.345, -0.697, 0.312, 0.042, 0.222, 0.341, 0.400, 0.396, 0.218, 0.351, 0.349, 0.272, 0.275],
  "homo_lumo_gap_ev": 8.991,
  "smiles": "CP(O)#[PH]CC(=O)Cl.COC[C@@H](C)N.COC[C@@H](C)N.COC[C@@H](C)N",
  "lumo_energy_ev": 0.5,
  "homo_energy_ev": -8.5227
}